No. 1
{
  "formula": "C5H15N3",
  "method": "ωB97M-V/def2-TZVPD",
  "spin_multiplicity": 2,
  "orbital_gap_ev": [10.25, 4.61],
  "relative_energy_kcal_mol": 66.7,
  "charge": 1,
  "homo_energy_ev": [-13.2, -13.2],
  "lumo_energy_ev": [-2.975, -8.606],
  "symbols": ["N", "C", "C", "N", "C", "C", "C", "N", "H", "H", "H", "H", "H", "H", "H", "H", "H", "H", "H", "H", "H", "H", "H"],
  "positions_angstrom": [[1.146, -3.157, 0.387], [0.836, -2.184, 1.386], [0.719, -0.704, 1.080], [-0.356, -0.629, 0.061], [0.425, 1.801, 0.194], [-0.775, 0.788, -0.006], [-1.520, 0.971, -1.365], [-1.507, 2.436, -1.800], [1.088, -2.756, -0.592], [1.998, -3.537, 0.466], [-0.222, -2.502, 1.796], [1.445, -2.309, 2.323], [0.405, -0.241, 2.077], [1.650, -0.179, 0.762], [0.051, -0.972, -0.765], [1.319, 1.295, -0.226], [0.582, 1.992, 1.260], [0.390, 2.729, -0.343], [-1.460, 1.068, 0.808], [-1.194, 0.168, -2.112], [-2.521, 0.552, -0.991], [-1.833, 2.460, -2.708], [-0.664, 2.909, -1.693]],
  "lowdin_charge": [0.076, -0.272, -0.170, 0.180, -0.013, -0.301, -0.181, 0.053, 0.114, 0.037, 0.156, 0.142, 0.165, 0.147, 0.118, 0.089, 0.099, 0.069, 0.167, 0.124, 0.135, 0.045, 0.018]
}

---

No. 2
{
  "formula": "C34H32F5IrN6O",
  "method": "ωB97M-V/def2-TZVPD",
  "spin_multiplicity": 1,
  "orbital_gap_ev": 6.02,
  "relative_energy_kcal_mol": 8.5,
  "charge": 0,
  "homo_energy_ev": -6.6,
  "lumo_energy_ev": -0.527,
  "symbols": ["Ir", "C", "C", "C", "N", "C", "C", "C", "C", "C", "C", "C", "N", "C", "C", "C", "N", "C", "C", "C", "C", "C", "C", "C", "N", "C", "C", "H", "H", "H", "H", "H", "H", "H", "H", "H", "H", "H", "H", "H", "H", "H", "H", "H", "H", "H", "H", "H", "H", "H", "H", "H", "H", "N", "C", "O", "C", "C", "C", "N", "C", "C", "H", "H", "H", "H", "H", "H", "F", "C", "C", "C", "F", "C", "F", "C", "F", "C", "F"],
  "positions_angstrom": [[0.088, -0.591, 0.320], [2.186, -1.375, -2.404], [2.538, -2.424, -1.363], [3.080, -1.833, -0.084], [2.188, -0.876, 0.571], [2.708, -0.273, 1.638], [3.967, -0.605, 2.186], [4.677, -0.058, 3.247], [4.471, 1.098, 3.973], [3.430, 1.997, 3.761], [2.300, 1.859, 2.993], [1.825, 0.739, 2.245], [0.573, 0.595, 1.908], [-0.478, 1.447, 2.422], [-1.705, 0.619, 2.777], [-2.614, 0.249, 1.615], [-1.962, -0.448, 0.514], [-2.682, -1.213, -0.297], [-4.037, -1.541, -0.051], [-4.924, -2.377, -0.705], [-4.767, -3.155, -1.839], [-3.627, -3.197, -2.621], [-2.441, -2.495, -2.508], [-1.955, -1.597, -1.532], [-0.788, -0.967, -1.654], [-0.196, -0.881, -2.989], [0.994, -1.784, -3.276], [3.056, -1.127, -3.016], [1.917, -0.461, -1.871], [3.284, -3.121, -1.754], [1.655, -3.012, -1.130], [4.036, -1.334, -0.290], [3.293, -2.662, 0.603], [4.431, -1.481, 1.762], [5.576, -0.609, 3.505], [5.204, 1.350, 4.728], [3.503, 2.939, 4.296], [1.642, 2.717, 2.983], [-0.741, 2.192, 1.659], [-0.137, 1.976, 3.311], [-2.316, 1.181, 3.487], [-1.364, -0.286, 3.277], [-3.095, 1.154, 1.218], [-3.402, -0.361, 2.057], [-4.469, -1.085, 0.825], [-5.895, -2.447, -0.225], [-5.597, -3.785, -2.130], [-3.658, -3.887, -3.458], [-1.715, -2.750, -3.267], [0.150, 0.150, -3.125], [-0.984, -1.040, -3.727], [1.243, -1.708, -4.337], [0.712, -2.821, -3.083], [0.528, 4.998, -4.359], [1.474, 4.548, -3.498], [2.615, 4.963, -3.508], [1.047, 3.495, -2.503], [-0.237, 2.971, -2.406], [-0.481, 1.968, -1.486], [0.462, 1.477, -0.682], [1.685, 2.007, -0.744], [2.015, 3.012, -1.635], [0.821, 5.655, -5.061], [-0.395, 4.614, -4.412], [-1.057, 3.312, -3.021], [-1.464, 1.524, -1.385], [2.425, 1.609, -0.066], [3.016, 3.416, -1.676], [-0.443, -3.682, -0.982], [-0.265, -3.684, 0.356], [-0.048, -2.508, 1.066], [0.166, -2.733, 2.434], [0.392, -1.719, 3.288], [0.167, -3.980, 3.035], [0.379, -4.105, 4.349], [-0.053, -5.108, 2.271], [-0.055, -6.321, 2.828], [-0.274, -4.952, 0.922], [-0.481, -6.028, 0.155]],
  "lowdin_charge": [1.384, -0.196, -0.189, -0.231, -0.096, -0.252, -0.023, -0.088, -0.119, -0.092, -0.029, -0.246, -0.127, -0.204, -0.163, -0.213, -0.114, -0.219, -0.016, -0.087, -0.113, -0.077, -0.033, -0.242, -0.090, -0.229, -0.171, 0.115, 0.065, 0.123, 0.078, 0.126, 0.122, 0.081, 0.105, 0.093, 0.105, 0.095, 0.119, 0.109, 0.118, 0.104, 0.129, 0.101, 0.080, 0.105, 0.095, 0.108, 0.096, 0.099, 0.107, 0.112, 0.103, 0.178, -0.490, 0.072, -0.111, 0.004, -0.129, -0.015, -0.085, 0.034, 0.117, 0.086, 0.109, 0.114, 0.107, 0.126, 0.054, -0.220, -0.120, -0.217, 0.067, -0.151, 0.115, -0.148, 0.121, -0.148, 0.115]
}

---

No. 3
{
  "formula": "C18H35N2OSm",
  "method": "ωB97M-V/def2-TZVPD",
  "spin_multiplicity": 6,
  "orbital_gap_ev": [7.86, 8.44],
  "relative_energy_kcal_mol": 0.0,
  "charge": 2,
  "homo_energy_ev": [-14.8, -14.8],
  "lumo_energy_ev": [-6.946, -6.328],
  "symbols": ["C", "H", "H", "H", "C", "H", "H", "C", "H", "H", "H", "C", "C", "C", "C", "C", "C", "C", "C", "C", "C", "Sm", "H", "H", "H", "H", "H", "H", "H", "H", "H", "H", "H", "H", "H", "H", "H", "C", "N", "C", "C", "O", "N", "C", "C", "H", "H", "H", "H", "H", "H", "H", "H", "H", "H", "H", "H"],
  "positions_angstrom": [[-2.356, 0.591, -0.698], [-2.358, 1.622, -0.300], [-2.974, 0.503, -1.594], [-1.490, 0.379, -1.383], [-3.135, -0.262, 0.422], [-2.785, -1.331, 0.496], [-3.032, 0.216, 1.439], [-4.738, -0.359, 0.241], [-5.144, -0.983, 1.077], [-5.266, 0.634, 0.298], [-5.017, -0.883, -0.710], [1.333, -2.283, -0.717], [0.058, -2.924, -0.496], [-0.816, -2.492, -1.560], [-0.067, -1.666, -2.453], [1.235, -1.494, -1.911], [2.294, -0.557, -2.394], [-0.642, -0.884, -3.588], [-2.209, -2.959, -1.788], [-0.234, -3.932, 0.562], [2.563, -2.466, 0.102], [-0.169, -0.659, 0.010], [-0.130, 0.073, -3.762], [-0.572, -1.434, -4.532], [-1.710, -0.665, -3.452], [1.846, 0.278, -2.942], [2.867, -0.128, -1.560], [3.031, -1.013, -3.071], [2.333, -2.733, 1.136], [3.227, -3.256, -0.284], [3.158, -1.550, 0.127], [-1.308, -4.080, 0.704], [0.191, -4.912, 0.284], [0.198, -3.659, 1.532], [-2.850, -2.136, -2.122], [-2.269, -3.730, -2.573], [-2.666, -3.391, -0.893], [0.999, 3.284, -0.666], [1.480, 3.298, 0.722], [1.935, 4.586, 1.228], [1.317, 2.151, 1.411], [0.925, 1.121, 0.717], [1.527, 1.933, 2.723], [2.008, 2.862, 3.729], [1.118, 0.606, 3.230], [1.171, 4.278, -1.127], [-0.070, 3.003, -0.701], [1.519, 2.489, -1.226], [1.275, 5.020, 1.992], [2.971, 4.553, 1.591], [1.944, 5.315, 0.412], [1.301, 2.967, 4.560], [2.928, 2.488, 4.189], [2.215, 3.855, 3.355], [0.020, 0.417, 3.129], [1.718, -0.214, 2.774], [1.302, 0.513, 4.309]],
  "lowdin_charge": [-0.169, 0.100, 0.092, 0.027, -0.279, 0.075, 0.113, -0.069, 0.092, 0.097, 0.086, -0.383, -0.376, -0.316, -0.250, -0.289, -0.011, -0.015, -0.014, -0.008, -0.012, 1.811, 0.089, 0.112, 0.079, 0.077, 0.083, 0.114, 0.082, 0.119, 0.082, 0.084, 0.122, 0.085, 0.078, 0.119, 0.084, -0.007, -0.090, -0.030, -0.396, -0.249, -0.085, -0.018, -0.026, 0.112, 0.089, 0.089, 0.108, 0.109, 0.098, 0.111, 0.113, 0.059, 0.097, 0.097, 0.109]
}

---

Q: What is the formula in the second record?
A: C34H32F5IrN6O